[1]
The following is a DFT calculation (ωB97M-V/def2-TZVPD) of a cluster of 4 separate species, C39H42BF6N3O5S in total in a non-equilibrium geometry.

LUMO energy, eV: -1.52
Spin multiplicity: 1
SMILES: C=CC(=O)OCCCCCCc1c(B(O)CC)cc2nc(CN)cnc2c1S(=O)(=O)C(F)(F)F.Fc1ccccc1.Fc1ccccc1.Fc1ccccc1
Kohn-Sham gap, eV: 7.03
HOMO energy, eV: -8.56
M, g mol⁻¹: 789.648

Structure (XYZ):
```
97
Properties=species:S:1:pos:R:3:lowdin_charge:R:1
C -3.771 -5.044 1.519 0.06
C -2.479 -5.524 1.017 -0.05
C -2.128 -5.090 -0.474 -0.38
O -2.893 -4.285 -1.086 0.02
O -0.945 -5.544 -1.169 -0.08
C -0.090 -4.355 -1.275 -0.18
C 1.405 -4.739 -1.712 -0.15
C 2.394 -3.809 -0.797 -0.18
C 2.417 -2.356 -1.528 -0.17
C 2.049 -1.207 -0.463 -0.18
C 0.532 -0.667 -0.547 -0.13
C 0.627 0.860 -1.095 -0.06
C 0.473 1.096 -2.633 -0.02
B 0.210 -0.077 -3.750 -0.39
O 1.243 -0.819 -4.414 0.08
C -1.377 -0.341 -4.120 -0.16
C -1.899 -1.801 -3.673 -0.12
C 0.539 2.541 -3.174 0.08
C 0.740 3.816 -2.246 -0.15
N 0.782 5.082 -2.927 0.13
C 0.997 6.084 -1.938 -0.16
C 1.130 7.610 -2.493 -0.22
N 0.247 7.750 -3.683 -0.03
C 1.119 5.901 -0.399 -0.01
N 1.062 4.617 0.205 0.07
C 0.892 3.544 -0.734 -0.14
C 0.866 2.074 -0.123 -0.12
S 1.112 1.869 1.705 0.84
O 1.613 0.476 2.077 -0.34
O 2.165 2.813 2.269 -0.33
C -0.550 2.044 2.530 -0.43
F -1.472 1.092 1.966 0.04
F -0.450 1.669 3.911 0.05
F -1.143 3.309 2.348 0.08
H -4.648 -5.773 1.612 0.09
H -3.839 -3.951 1.836 0.09
H -1.756 -6.129 1.663 0.11
H -0.046 -3.898 -0.225 0.13
H -0.524 -3.564 -1.975 0.09
H 1.657 -5.850 -1.647 0.11
H 1.608 -4.390 -2.796 0.11
H 3.433 -4.312 -0.782 0.11
H 2.030 -3.755 0.287 0.10
H 1.695 -2.275 -2.407 0.08
H 3.521 -2.188 -1.834 0.12
H 2.201 -1.632 0.603 0.11
H 2.763 -0.298 -0.517 0.12
H 0.030 -0.563 0.491 0.10
H -0.175 -1.316 -1.166 0.11
H 0.765 -1.572 -4.851 0.11
H -1.594 -0.200 -5.235 0.11
H -2.050 0.428 -3.573 0.11
H -2.638 -2.213 -4.453 0.09
H -0.985 -2.509 -3.721 0.06
H -2.419 -1.834 -2.658 0.08
H 0.427 2.711 -4.310 0.12
H 2.226 7.824 -2.797 0.13
H 0.872 8.318 -1.626 0.10
H 0.686 8.327 -4.413 0.07
H -0.683 8.104 -3.417 0.07
H 1.261 6.812 0.300 0.11
F 4.257 -5.774 -3.874 0.06
C 4.440 -6.959 -3.273 -0.30
C 5.543 -7.144 -2.452 -0.02
C 5.730 -8.371 -1.824 -0.08
C 4.819 -9.404 -2.033 -0.10
C 3.718 -9.209 -2.862 -0.08
C 3.524 -7.979 -3.482 -0.02
H 6.245 -6.331 -2.308 0.12
H 6.585 -8.523 -1.174 0.10
H 4.968 -10.362 -1.546 0.10
H 3.012 -10.016 -3.027 0.11
H 2.668 -7.807 -4.124 0.12
F 0.394 8.435 0.829 0.02
C -0.849 8.348 1.340 -0.28
C -1.013 8.217 2.710 -0.01
C -2.297 8.131 3.238 -0.08
C -3.401 8.167 2.389 -0.09
C -3.223 8.294 1.014 -0.08
C -1.940 8.391 0.487 -0.02
H -0.142 8.182 3.353 0.12
H -2.438 8.036 4.309 0.11
H -4.402 8.096 2.802 0.10
H -4.083 8.318 0.354 0.11
H -1.782 8.499 -0.580 0.11
F -2.622 -2.273 8.781 0.06
C -2.959 -1.313 7.905 -0.29
C -2.026 -0.884 6.973 -0.01
C -2.376 0.108 6.062 -0.07
C -3.652 0.666 6.100 -0.09
C -4.579 0.230 7.043 -0.09
C -4.232 -0.769 7.947 -0.02
H -1.035 -1.324 6.965 0.12
H -1.657 0.445 5.325 0.08
H -3.923 1.443 5.392 0.10
H -5.570 0.669 7.074 0.10
H -4.944 -1.126 8.682 0.11
```

[2]
The following is a DFT calculation (ωB97M-V/def2-TZVPD) of a structure of composition C39H42Cl2N3STa.

LUMO energy, eV: -7.56
Spin multiplicity: 1
Kohn-Sham gap, eV: 6.37
Net charge: +2
Energy above the lowest of the compared OMol25 structures with the same formula, charge and spin, kcal/mol: 3.4
HOMO energy, eV: -13.92
M, g mol⁻¹: 836.707

Structure (XYZ):
```
88
Properties=species:S:1:pos:R:3:lowdin_charge:R:1
Ta 0.829 -0.592 -0.083 1.60
C 2.116 -1.197 1.850 -0.15
C 0.764 -1.501 2.216 -0.19
C 0.045 -0.245 2.162 -0.18
C 1.032 0.764 1.854 -0.11
C 2.318 0.203 1.768 -0.24
C 3.652 0.921 1.964 -0.53
C 4.693 0.658 0.876 -0.07
C 4.190 0.345 3.292 -0.02
C 3.448 2.425 2.164 -0.03
C -1.313 0.277 2.681 -0.51
C -1.887 1.358 1.750 -0.03
C -2.422 -0.747 2.910 -0.03
C -0.982 0.934 4.039 -0.01
C 0.463 -2.872 2.854 -0.51
C -0.765 -3.634 2.352 -0.04
C 0.333 -2.586 4.365 -0.01
C 1.661 -3.822 2.697 -0.05
H 2.904 -1.930 1.793 0.12
H 0.815 1.818 1.808 0.13
H 4.818 -0.410 0.681 0.08
H 5.661 1.034 1.209 0.11
H 4.462 1.176 -0.057 0.05
H 4.450 -0.710 3.199 0.09
H 3.461 0.455 4.096 0.10
H 5.092 0.887 3.577 0.10
H 3.037 2.933 1.292 0.07
H 4.411 2.887 2.380 0.11
H 2.794 2.625 3.015 0.10
H -2.282 0.926 0.831 0.07
H -1.169 2.136 1.487 0.08
H -2.714 1.849 2.262 0.10
H -2.725 -1.247 1.993 0.06
H -3.297 -0.208 3.276 0.11
H -2.174 -1.490 3.662 0.07
H -0.316 1.790 3.922 0.09
H -0.513 0.229 4.726 0.09
H -1.904 1.290 4.499 0.10
H -1.684 -3.059 2.390 0.06
H -0.908 -4.507 2.989 0.11
H -0.607 -4.008 1.338 0.07
H -0.547 -2.000 4.611 0.07
H 1.213 -2.058 4.737 0.10
H 0.263 -3.535 4.898 0.11
H 1.918 -4.023 1.655 0.05
H 1.399 -4.778 3.148 0.11
H 2.549 -3.458 3.215 0.10
N -5.634 3.992 -6.878 0.20
C -4.942 3.515 -6.097 -0.16
C -4.074 2.917 -5.118 -0.20
C -3.686 3.648 -3.998 0.01
C -2.839 3.077 -3.065 -0.01
C -2.392 1.767 -3.234 -0.19
C -2.800 1.035 -4.349 -0.01
C -3.628 1.610 -5.296 0.01
C -1.488 1.147 -2.237 -0.02
C -0.244 1.745 -2.012 -0.24
C 0.260 2.905 -2.618 0.03
C 1.481 3.195 -2.021 -0.01
C 1.689 2.207 -1.073 -0.16
N 0.678 1.302 -1.052 -0.11
C -1.933 0.006 -1.574 -0.24
C -3.214 -0.564 -1.675 0.04
C -3.248 -1.686 -0.863 -0.02
C -1.996 -1.779 -0.280 -0.17
N -1.179 -0.765 -0.665 -0.11
H -4.050 4.657 -3.863 0.13
H -2.545 3.641 -2.189 0.13
H -2.452 0.018 -4.481 0.11
H -3.936 1.053 -6.170 0.13
H -0.230 3.463 -3.398 0.13
H 2.137 4.023 -2.231 0.12
H 2.541 2.095 -0.424 0.07
H -4.018 -0.172 -2.275 0.13
H -4.072 -2.363 -0.709 0.13
H -1.640 -2.539 0.391 0.07
Cl 3.075 -0.547 -1.504 0.86
C 1.843 -1.062 -2.642 -0.63
C 1.724 -0.405 -3.858 -0.07
C 0.758 -0.856 -4.733 -0.02
C -0.073 -1.926 -4.397 -0.06
C 0.044 -2.547 -3.172 -0.66
Cl -0.970 -3.872 -2.776 0.79
C 1.022 -2.128 -2.245 -0.69
S 1.226 -2.858 -0.654 0.77
H 2.380 0.418 -4.105 0.13
H 0.651 -0.382 -5.700 0.13
H -0.811 -2.288 -5.100 0.13
```

[3]
The following is a DFT calculation (ωB97M-V/def2-TZVPD) of a structure of composition C39H42CrNO5P2S2 in a non-equilibrium geometry.

LUMO energy (alpha / beta), eV: -0.89 / -1.01
Spin multiplicity: 2
Kohn-Sham gap (alpha / beta), eV: 7.08 / 7.14
<S²>: 0.78
Energy above the lowest of the compared OMol25 structures with the same formula, charge and spin, kcal/mol: 13.5
HOMO energy (alpha / beta), eV: -7.96 / -8.15
M, g mol⁻¹: 782.845

Structure (XYZ):
```
92
Properties=species:S:1:pos:R:3:lowdin_charge:R:1
Cr 0.021 -0.321 0.288 0.48
O 1.831 -0.151 0.352 -0.30
C 2.747 -0.160 1.179 -0.19
C 2.559 -0.561 2.501 -0.12
C 3.635 -0.469 3.413 0.06
C 3.475 -0.906 4.679 -0.14
C 2.245 -1.473 5.109 0.02
C 1.199 -1.587 4.255 0.02
C 1.290 -1.123 2.901 -0.34
O 0.299 -1.237 2.136 -0.11
N 4.603 -0.810 5.624 -0.36
O 4.453 -1.303 6.726 0.07
O 5.614 -0.244 5.257 0.07
H 3.735 0.156 0.837 0.16
H 4.587 -0.050 3.107 0.14
H 2.161 -1.808 6.133 0.12
H 0.257 -2.013 4.574 0.13
S 0.598 2.423 0.655 0.43
P 0.210 2.383 -1.294 0.18
S -0.053 0.508 -1.998 0.39
C -1.249 3.375 -1.704 -0.40
C -1.956 3.128 -2.880 -0.10
C -3.010 3.958 -3.239 -0.08
C -3.361 5.030 -2.426 -0.08
C -2.674 5.262 -1.242 -0.07
C -1.616 4.435 -0.879 -0.11
C 1.569 3.177 -2.197 -0.37
C 2.827 2.581 -2.124 -0.10
C 3.930 3.213 -2.673 -0.08
C 3.785 4.449 -3.298 -0.08
C 2.534 5.040 -3.385 -0.08
C 1.421 4.405 -2.836 -0.07
H -1.683 2.285 -3.503 0.09
H -3.561 3.766 -4.153 0.10
H -4.176 5.683 -2.716 0.10
H -2.960 6.085 -0.598 0.11
H -1.074 4.602 0.045 0.08
H 2.931 1.617 -1.640 0.09
H 4.908 2.749 -2.612 0.10
H 4.652 4.949 -3.720 0.10
H 2.418 6.001 -3.875 0.10
H 0.444 4.867 -2.908 0.10
C -3.786 -0.946 -1.652 -0.05
C -3.753 -2.129 -0.674 -0.37
C -2.617 -3.082 -1.009 -0.07
C -3.747 -1.672 0.777 -0.13
C -4.727 -2.204 1.612 -0.05
C -4.875 -1.779 2.919 -0.09
C -4.120 -0.702 3.344 -0.04
C -3.145 -0.115 2.539 -0.12
C -2.556 1.201 3.019 -0.35
C -1.122 1.095 3.543 -0.06
C -2.722 2.285 1.950 -0.07
C -2.856 -0.720 1.304 -0.18
O -1.692 -0.398 0.625 -0.26
H -4.002 -1.297 -2.667 0.08
H -2.832 -0.419 -1.675 0.03
H -4.560 -0.229 -1.365 0.09
H -4.686 -2.679 -0.804 0.12
H -1.669 -2.555 -0.996 0.03
H -2.761 -3.511 -2.009 0.09
H -2.563 -3.901 -0.285 0.09
H -5.397 -2.958 1.210 0.11
H -5.608 -2.237 3.576 0.10
H -4.304 -0.267 4.324 0.11
H -3.177 1.501 3.864 0.12
H -0.464 0.654 2.802 0.02
H -1.086 0.471 4.440 0.08
H -0.730 2.087 3.788 0.09
H -2.134 2.063 1.063 0.02
H -2.389 3.254 2.332 0.08
H -3.771 2.369 1.653 0.09
C 0.555 -4.689 -0.656 -0.26
P 1.281 -3.013 -0.469 0.95
C 2.686 -3.498 0.604 -0.25
C 2.074 -2.803 -2.096 -0.38
C 1.244 -2.761 -3.219 -0.12
C 1.776 -2.566 -4.484 -0.08
C 3.147 -2.385 -4.644 -0.08
C 3.976 -2.396 -3.532 -0.08
C 3.442 -2.600 -2.262 -0.09
H -0.237 -4.691 -1.400 0.03
H 0.127 -4.987 0.304 0.05
H 1.329 -5.401 -0.948 0.05
H 3.208 -4.354 0.176 0.05
H 2.282 -3.772 1.579 0.05
H 3.392 -2.685 0.760 0.03
H 0.168 -2.872 -3.101 0.10
H 1.122 -2.541 -5.347 0.11
H 3.564 -2.236 -5.632 0.10
H 5.044 -2.243 -3.649 0.10
H 4.107 -2.605 -1.404 0.09
```